The following is a DFT calculation (wB97M-V/def2-TZVPD) of 9 unconnected molecules or ions with the total composition C42H72N2O16S6.

```
! RIJCOSX wB97M-V def2-TZVPD def2/J DEFGRID3
* xyz 0 1
S -4.2228 2.3060 -2.5130
S -3.4226 3.4476 3.2598
S 1.4532 -5.3261 -2.6357
S 3.3476 -1.8561 -2.6176
S 1.3571 4.7178 -1.2789
S 0.5038 -4.3378 4.9265
O -2.8401 2.5227 -2.1733
O -1.2142 -0.8610 -10.8284
O -0.4458 -5.3902 4.6457
O -0.9720 0.2018 -2.8504
O 2.6889 -1.4356 -3.8560
O -4.5422 4.2725 3.6991
O -3.5839 2.1049 2.7693
O 1.5097 4.1421 0.0578
O -1.5041 -1.8974 -2.7994
O -3.0379 -1.5514 -9.8929
O 2.5197 4.6316 -2.1470
O 3.6729 -3.2576 -2.3749
O 1.0707 -3.6218 3.7895
O 2.5298 -6.1666 -2.1216
O -4.9125 3.3784 -3.2247
O 0.8555 -4.3428 -1.7346
N -1.8697 -1.2153 -9.8642
N -1.2361 -0.8295 -2.2612
C -0.8309 4.1898 3.5635
C -1.1326 -0.8910 -0.8067
C -0.7330 -2.2046 1.1877
C 0.7119 6.4270 -1.2322
C -1.1895 -1.2437 -8.5695
C -1.0007 0.2833 -0.0659
C 2.4615 0.6590 6.9422
C 0.2200 -6.4751 -3.3332
C -1.0459 -2.1122 -0.1517
C 1.7663 0.0838 8.1811
C 3.6189 -0.6807 -0.2762
C -5.1765 1.6237 -1.0846
C -5.3442 -0.1821 -2.7064
C -0.4498 6.5351 -2.2153
C -1.3122 -1.2255 -6.1625
C -4.4148 0.7494 -3.4517
C 0.8976 -5.1933 -5.3097
C 0.4234 -3.4324 7.4211
C 1.7624 -4.5272 -4.2312
C 4.7084 -0.0370 -1.1556
C 4.9549 -0.9595 -2.3415
C -1.4871 5.1709 2.5772
C -0.2393 -3.1453 6.0823
C -5.1316 0.0610 -1.1851
C -0.1157 4.1013 -2.1712
C 2.8547 2.4595 2.7263
C -0.9006 0.2131 1.3313
C -2.6562 4.4369 1.9014
C -0.8616 -1.0494 1.9253
C 1.8784 -3.8899 7.1453
C -1.9081 3.5351 4.3711
C 2.4909 -1.0597 -1.1798
C 0.0687 -1.4940 -6.1275
C -0.3426 -5.9112 -4.6148
C 2.1824 1.7675 3.8972
C 0.8118 -1.5037 -7.3031
C 1.7579 -4.9612 6.0572
C 0.1837 -1.3784 -8.5312
C -1.2171 5.1607 -2.1526
C -1.9323 -1.0612 -7.4103
C 1.6831 1.8675 6.3709
C 2.4309 2.5104 5.1939
H -0.0171 -2.1510 5.6970
H -1.7683 6.1646 2.9428
H 4.4586 0.9635 -1.5053
H -1.8158 5.0258 -3.0492
H 0.2582 4.0193 -3.1947
H 2.6270 -5.1755 5.4378
H 1.4131 -6.0513 -5.7454
H 0.7012 -0.0948 8.0068
H 1.5117 7.1638 -1.3335
H 3.4877 2.4873 5.4638
H 0.4705 6.6096 -0.1805
H 2.0533 3.5330 5.1276
H 2.3717 2.2483 1.7691
H -0.4346 3.0892 -1.9285
H -1.0830 7.3653 -1.9020
H -1.8605 5.1135 -1.2774
H 0.6970 1.4860 6.0896
H 2.4763 0.7110 3.8787
H 2.4041 -4.2651 8.0208
H -1.8297 2.5071 4.7236
H -0.0568 3.5952 3.0778
H -6.1881 1.9701 -1.3049
H -2.1575 3.7272 1.2405
H -3.3572 0.4804 -3.5432
H 0.6616 -4.4411 -6.0561
H 5.3815 -0.6294 -3.2888
H -0.1196 -4.2071 7.9682
H 0.4343 -2.6193 8.1482
H -4.8410 2.0907 -0.1610
H 2.5902 -0.1468 6.2158
H 3.9032 2.1689 2.6287
H -4.6920 0.9979 -4.4760
H -0.8646 1.1481 1.8694
H 5.6123 -1.8151 -2.1635
H -0.6071 -3.1951 1.5996
H 0.3929 -1.7209 -5.1195
H 0.7862 -7.3462 -3.6619
H -5.8548 -0.4878 -0.5909
H -0.2067 4.8349 4.1907
H 1.7740 -1.7909 -0.8117
H -1.0405 1.2742 -0.4991
H 2.5146 -3.0986 6.7414
H 0.7298 -1.5528 -9.4465
H -3.5041 4.9807 1.5005
H -4.1241 -0.2117 -0.8682
H 3.2993 0.0685 0.4489
H -5.0345 -1.2042 -2.9255
H -0.9911 -3.0372 -0.7143
H 3.4649 0.9975 7.2123
H -0.8987 -1.0430 3.0102
H -1.8160 -1.0329 -5.2283
H -2.2049 4.1053 5.2511
H 1.3668 -5.8810 6.4901
H 2.8145 -4.3282 -4.3984
H -0.1746 6.7574 -3.2441
H 5.6151 -0.0073 -0.5505
H 2.0458 -0.1263 -1.5283
H 4.0222 -1.5685 0.2147
H 1.5576 2.5132 7.2439
H -2.9990 -0.8981 -7.4717
H 1.1234 1.6092 3.6513
H -0.4250 -6.7415 -2.4981
H 2.1785 -0.8991 8.4216
H 2.8290 3.5500 2.7911
H -0.7545 5.5522 1.8568
H -1.2909 -3.3636 5.9024
H 1.3139 -3.5514 -4.0307
H -6.3770 0.0026 -2.9895
H -1.1895 -5.2273 -4.6478
H 1.8393 -1.8387 -7.3685
H -0.5967 -6.7530 -5.2578
H 1.8442 0.7378 9.0494
*
```

Computed properties:
**SMILES**: O=[N+]([O-])c1ccccc1.O=[N+]([O-])c1ccccc1.O=S1(=O)CCCC1.O=S1(=O)CCCC1.O=S1(=O)CCCC1.O=S1(=O)CCCC1.O=S1(=O)CCCC1.O=S1(=O)CCCC1.CCCCCC
**Frontier orbital gap**: 9.13 eV
**HOMO level**: -9.71 eV
**LUMO energy**: -0.572 eV

---

The following is a DFT calculation (wB97M-V/def2-TZVPD) of 12 unconnected molecules or ions with the total composition C42H78N6O6.

```
! RIJCOSX wB97M-V def2-TZVPD def2/J DEFGRID3
* xyz 0 1
O 4.3577 -1.1428 2.6314
O -1.8758 0.6142 -1.1331
O -5.7001 -3.9290 -0.9371
O -4.6113 3.7264 2.7307
O 2.6710 1.2778 -0.1934
O 1.5891 -3.7372 -0.7189
N -1.6120 -2.8440 2.1251
N 5.9490 4.0400 2.5782
N -5.7068 3.4114 -5.1628
N -0.5190 -2.1151 7.3042
N 3.7932 -4.3119 -5.0637
N 0.9972 5.6218 -3.2074
C -4.6296 -3.4697 -1.2760
C -1.1523 0.0674 -0.3037
C -3.8396 3.6398 1.8022
C -1.3211 3.0016 -4.1576
C 4.1069 -3.2145 -4.8588
C 5.0109 2.3662 4.3857
C -5.5290 0.5613 -2.9844
C 1.2625 2.4368 -1.7493
C 4.7184 -0.9937 1.4845
C 1.8726 -4.8043 -1.2590
C 2.0694 -0.8157 -4.6077
C -3.5409 -1.4310 5.5995
C 1.2634 -5.1846 -2.5804
C -0.4731 -2.8241 2.3040
C 2.4293 2.3122 -0.7665
C -5.6346 2.8765 -4.1533
C -2.8963 -0.2275 4.8959
C -2.6036 4.5095 1.7160
C 5.5373 3.2876 3.3691
C -1.5838 5.2141 -2.7994
C 5.7878 0.0628 1.1660
C 4.2402 -1.8861 0.3716
C 3.4768 2.2854 4.3755
C 0.9782 -2.8446 2.5295
C -0.1402 5.4197 -3.0552
C 2.8414 2.1202 3.0362
C -3.6638 -4.2790 -2.1360
C 3.2542 3.5545 -0.5548
C 4.4672 -1.7967 -4.6348
C -0.1037 -0.9766 -0.6751
C -4.2363 -2.0678 -0.7562
C 2.9552 -5.7229 -0.6075
C 1.5088 -2.6000 3.9958
C -2.5566 -2.6062 5.6844
C 3.5135 -0.7119 -5.1433
C -1.1111 0.6062 1.1245
C -1.9727 3.7311 -2.9437
C -1.3671 -2.3471 6.5686
C 1.2010 -1.1652 4.5617
C -4.1192 2.7100 0.5829
C -4.2826 0.0420 -3.7832
C -5.5394 2.1254 -2.8816
H -2.6551 5.4549 2.2505
H -2.1932 -2.9689 4.7185
H 0.8597 -0.8308 -0.1905
H 2.0456 -0.5747 -3.5443
H 6.7261 -0.2954 1.5934
H -0.1574 0.4609 1.6279
H -0.2776 3.3076 -4.2580
H 1.0300 -3.3305 4.6505
H 0.2721 -5.5759 -2.3368
H -4.5192 -1.7091 5.2068
H 5.9495 0.2011 0.0982
H -1.3502 1.9221 -3.9956
H -3.3519 0.3747 -3.3202
H -6.4149 0.1443 -3.4643
H 1.5736 -0.2948 4.0168
H -3.7842 -1.4185 -1.5069
H 1.8595 -5.9342 -3.0986
H 4.5789 -1.7143 -3.5496
H -1.8366 3.2876 -5.0754
H -3.3222 -3.7515 -3.0263
H -1.8001 3.9248 2.1690
H 3.5872 -6.2532 -1.3221
H 2.5927 -2.6964 4.0005
H -3.7820 -1.1946 6.6377
H -1.2629 1.6817 1.0511
H 5.4585 -1.5445 -5.0163
H -4.3634 -1.0350 -3.9399
H -0.5036 -1.9536 -0.3953
H 1.6377 -1.8152 -4.6949
H 3.2159 4.1172 -1.4866
H 2.7785 4.2218 0.1686
H -3.0628 -3.4530 6.1542
H 5.5255 1.4116 4.2559
H 3.1527 2.8736 2.3115
H -2.2058 5.8122 -3.4675
H 3.1032 3.1614 4.9085
H 1.5527 2.9202 -2.6830
H 3.4326 -1.4176 -0.1922
H -1.8816 0.0828 1.6931
H 1.3664 -0.1314 -5.0847
H 3.5010 -0.8543 -6.2272
H 1.7556 2.0807 3.1035
H -1.5475 3.2126 -2.0836
H 1.1628 -4.3207 -3.2365
H -3.4802 0.6919 4.9161
H -4.2116 0.4448 -4.7976
H 0.8002 1.4796 -1.9845
H -2.7882 -4.5944 -1.5653
H -2.5455 -0.4248 3.8799
H 0.0198 -0.9735 -1.7582
H 0.4908 3.0682 -1.3036
H 1.3517 -2.0156 1.9249
H -5.5154 0.2462 -1.9408
H -2.3573 4.6881 0.6687
H 5.5470 0.9626 1.7295
H -5.0458 -1.4865 -0.3132
H -6.3531 2.5314 -2.2781
H 3.8574 -2.8201 0.7782
H 5.0293 -2.1762 -0.3233
H 4.2235 3.4113 -0.0814
H 3.9003 0.2940 -4.9852
H 2.5380 -6.5226 0.0092
H -3.9016 3.1983 -0.3689
H -4.2212 -5.1740 -2.4116
H -5.1321 2.3147 0.6327
H 3.1803 1.1802 2.6010
H 0.1234 -0.9934 4.5450
H -1.9325 5.5224 -1.8122
H -3.0502 3.5625 -2.9851
H 5.2789 2.7612 5.3656
H 1.3433 -3.7773 2.0981
H 3.5872 -5.0819 0.0059
H -4.5911 2.3286 -2.3823
H -1.9600 0.0161 5.4097
H 1.5445 -1.0287 5.5858
H 3.2363 1.4541 5.0395
H -3.5462 -2.1559 0.0868
H -3.3967 1.9103 0.7554
*
```

Computed properties:
**ΔE to the lowest compared entry with this formula, charge and spin**: 0.0 kJ/mol
**SMILES**: CC(C)=O.CC(C)=O.CC(C)=O.CC(C)=O.CC(C)=O.CC(C)=O.CCCC#N.CCCC#N.CCCC#N.CCCC#N.CCCC#N.CCCC#N
**Frontier orbital gap**: 9.84 eV
**HOMO level**: -9.65 eV
**LUMO energy**: 0.195 eV

---

Look up the frontier orbital gap of the first one. 9.13 eV

---

Among the records above, which one has the highest LUMO energy? C42H78N6O6

---

Which of these has the highest frontier orbital gap? C42H78N6O6

---

What is the LUMO energy in the second record? 0.195 eV